1.
One molecule with the formula C4H4SSe at a distorted geometry. Source: the Open Molecules 2025 dataset; level of theory: the ωB97M-V functional and the def2-TZVPD basis.

Cartesian coordinates (Å):
1 C -2.5671 -0.8899 0.2289
2 C -1.9342 0.1106 0.4263
3 S -1.1617 1.5807 0.3480
4 C 0.3284 1.0572 -0.5531
5 C 1.2423 0.3623 0.1227
6 Se 2.4990 -0.7835 -0.6880
7 H -3.1956 -1.6710 -0.0820
8 H 0.4602 0.9504 -1.6136
9 H 1.3765 0.3215 1.2204
10 H 2.9522 -1.0383 0.5903

Forces on atoms 1 to 3 (eV/Å):
C 0.08 0.26 0.15
C -0.46 -0.48 -0.61
S 1.34 0.98 -0.40

Properties
total energy = -2954.29497 hartree
net charge = 0
E_LUMO = 0.63 eV

2.
C4H5AuO4 as an isolated structure at a distorted geometry. Source: the Open Molecules 2025 dataset; level of theory: the ωB97M-V functional and the def2-TZVPD basis.

Cartesian coordinates (Å):
1 O -1.7724 -0.0958 0.4523
2 C -1.6441 -1.4758 1.2913
3 O -2.1920 -1.5408 2.3415
4 O 1.7774 -0.9421 0.8811
5 C 2.0241 0.1467 0.3817
6 C 1.0569 0.8174 -0.5377
7 O 0.0734 -0.1100 -0.9362
8 C -1.3175 0.2492 -0.8018
9 Au 0.1147 -1.7605 0.1480
10 H 2.8978 0.7303 0.7156
11 H 1.6028 1.2181 -1.4069
12 H 0.6329 1.6805 0.0034
13 H -1.8522 -0.2559 -1.6184
14 H -1.4019 1.3388 -0.9137

Forces on atoms 1 to 3 (eV/Å):
O -0.77 0.30 1.71
C -3.17 1.44 3.32
O 2.42 -0.15 -4.50

Properties
total energy = -591.08504 hartree
net charge = +2
E_LUMO (spin up / spin down) = -10.15 / -13.54 eV
2S+1 = 3
⟨S²⟩ = 2.02

3.
C4H5BaO6 as an isolated structure at a distorted geometry. Source: the Open Molecules 2025 dataset; level of theory: the ωB97M-V functional and the def2-TZVPD basis.

Cartesian coordinates (Å):
1 O 1.1387 -2.8613 -1.0129
2 C 1.6087 -1.6999 -1.1496
3 O 2.7463 -1.5087 -1.6560
4 O 0.9104 -0.6278 -0.7909
5 Ba 3.5600 -4.3847 -2.3711
6 C -0.4290 -0.8582 -0.2426
7 C -0.9469 0.5431 -0.1215
8 H -1.0052 -1.4119 -0.9928
9 H -0.3600 -1.3574 0.7321
10 H -0.8630 1.1381 -1.0381
11 O -0.3668 1.2107 0.9987
12 C -0.9581 2.3271 1.3933
13 O -1.9430 2.8209 0.9001
14 O -0.3213 2.7844 2.4634
15 H -0.7509 3.5924 2.7721
16 H -2.0200 0.2933 0.1159

Forces on atoms 1 to 3 (eV/Å):
O -0.39 -0.38 0.13
C 1.39 -1.77 -0.87
O 0.37 0.01 -0.18

Properties
total energy = -632.35403 hartree
net charge = 0
E_LUMO (spin up / spin down) = -0.34 / -0.38 eV
2S+1 = 2
⟨S²⟩ = 0.75

4.
C4H5BeO as an isolated structure at a distorted geometry. Source: the Open Molecules 2025 dataset; level of theory: the ωB97M-V functional and the def2-TZVPD basis.

Cartesian coordinates (Å):
1 H 1.6155 -0.6760 -0.1362
2 C 1.5842 -0.6995 2.1082
3 C 1.1330 -0.3475 0.7918
4 C 0.2998 -1.0506 1.8507
5 H 2.3744 -0.5890 2.8443
6 H -0.5113 0.5426 1.4835
7 H -0.3264 -1.9427 1.8636
8 C 0.0691 0.9699 0.3298
9 O -0.9427 0.9588 -0.5525
10 Be -0.1521 0.3583 -1.5750
11 H 0.5911 1.9015 0.6194

Forces on atoms 1 to 3 (eV/Å):
H 0.47 -0.95 0.08
C -2.67 0.39 0.86
C -3.13 1.36 -3.12

Properties
total energy = -244.85891 hartree
net charge = +1
E_LUMO = -8.21 eV

5.
C4H5BeO4 as an isolated structure at a distorted geometry. Source: the Open Molecules 2025 dataset; level of theory: the ωB97M-V functional and the def2-TZVPD basis.

Cartesian coordinates (Å):
1 O -2.0596 1.6766 -1.7977
2 C -1.0487 1.5670 -1.2425
3 O -0.1120 1.5546 -0.5396
4 O -0.2410 -0.6337 -2.0566
5 C -0.7301 -1.2779 -1.0085
6 C -0.2276 -1.1159 0.2295
7 O 0.9216 -0.3302 0.3357
8 C 1.1002 0.3299 1.5828
9 Be 1.1664 0.1899 -1.1916
10 H -1.6308 -1.8905 -1.1419
11 H -0.6024 -1.5693 1.1453
12 H 2.0356 0.8961 1.5205
13 H 0.2615 1.0145 1.7734
14 H 1.1672 -0.4111 2.3912

Forces on atoms 1 to 3 (eV/Å):
O 1.17 -0.15 0.19
C -1.92 0.48 -0.04
O -0.03 1.09 -0.82

Properties
total energy = -471.08255 hartree
net charge = 0
E_LUMO (spin up / spin down) = 0.54 / 0.29 eV
2S+1 = 2
⟨S²⟩ = 0.75

6.
One molecule with the formula C4H5Br at a distorted geometry. Source: the Open Molecules 2025 dataset; level of theory: the ωB97M-V functional and the def2-TZVPD basis.

Cartesian coordinates (Å):
1 C -0.0651 0.0224 -0.2692
2 C -1.2228 0.5890 -0.6162
3 C 0.3968 -0.3938 1.0038
4 C 0.9398 -0.5982 -1.2777
5 Br 0.2344 -2.2777 -2.0437
6 H -1.5409 0.9067 -1.6320
7 H -1.7954 0.8505 0.2518
8 H 0.9067 0.2561 1.7390
9 H 0.5050 -1.3724 1.1231
10 H 1.9317 -0.9106 -0.9106

Forces on atoms 1 to 3 (eV/Å):
C 0.45 -0.36 -2.73
C 0.72 0.61 -0.05
C 0.37 3.79 0.76

Properties
total energy = -2729.25519 hartree
net charge = 0
E_LUMO (spin up / spin down) = -0.75 / -0.48 eV